Entry 1:
Molecular formula: C4H5NO
Method: DFT, wB97M-V/def2-TZVPD

The geometry in ORCA input format:
```
! RIJCOSX wB97M-V def2-TZVPD def2/J DEFGRID3
* xyz 0 1
O 0.06663 -1.09726 1.00855
N 1.79413 -0.27413 0.02112
C -0.20063 1.11550 0.43452
C 0.77224 0.08845 0.80813
C -0.76640 -1.00753 -0.11906
C -1.16349 0.38689 -0.21396
H 2.20763 0.54960 -0.43244
H 0.75937 -0.86236 -0.82039
H -1.98227 0.75877 -0.82847
H -1.45656 -1.84433 -0.25809
H -0.03066 2.18638 0.40009
*
```

frontier orbital gap	0.324	Ha
energy relative to the best compared isomer or geometry (same formula, charge and spin)	461.9	kJ/mol
lowest unoccupied orbital energy	0.169	eV

=====

Entry 2:
Molecular formula: C9H9NO
Method: DFT, wB97M-V/def2-TZVPD

The geometry in ORCA input format:
```
! RIJCOSX wB97M-V def2-TZVPD def2/J DEFGRID3
* xyz 0 1
O -0.32905 -2.70928 -0.29829
N -2.23014 -1.59811 0.00164
C 2.32255 0.49264 1.00145
C -0.91264 -1.62887 -0.29386
C 1.19541 -0.57416 -0.91104
C 2.28175 -0.10993 -0.33909
C -0.17499 0.60587 1.08776
C -0.93862 0.51297 -1.39178
C -1.71085 1.28233 -1.95608
C 1.19195 0.81295 1.65259
C -0.19426 -0.36617 -0.47754
H -2.68728 -2.49116 0.34352
H 3.35444 0.32835 1.36367
H 1.26021 -1.03019 -1.93920
H -2.29556 1.96804 -2.51307
H -0.90477 -0.00832 1.68291
H -0.61816 1.53678 0.86972
H -2.68629 -0.77329 0.48559
H 3.25895 -0.12198 -0.76658
H 1.40936 1.36996 2.53427
*
```

SMILES string	C#C[C@@]1(C(N)=O)C=CC=CC1
frontier orbital gap	0.347	Ha
energy relative to the best compared isomer or geometry (same formula, charge and spin)	448.5	kJ/mol
lowest unoccupied orbital energy	0.712	eV